Formula: C5H13FN4S
Source: the OMol25 dataset
Level of theory: ωB97M-V/def2-TZVPD

XYZ file:
```
24
Properties=species:S:1:pos:R:3:forces:R:3:nbo_charge:R:1
N 0.3752 0.3496 0.4720 2.32 -4.54 -3.49 -0.612
N 0.1226 0.2322 -0.8998 -0.02 -0.64 -0.08 -0.300
C -0.5999 -0.7588 -1.2575 0.23 0.02 0.12 0.320
C -1.1159 -1.8199 -0.3227 -0.12 0.15 0.02 -0.593
S 0.2062 -3.0377 0.0169 -0.03 0.01 0.02 -0.053
N -1.0248 -0.8307 -2.5892 -0.11 0.40 -0.18 -0.463
N -0.8959 -2.0579 -3.2750 0.02 -0.29 0.09 -0.652
H 0.8012 -0.4999 0.8413 0.06 -0.27 -0.16 0.343
H 1.0490 1.0972 0.5737 0.10 -0.98 -0.58 0.358
H -1.9836 -2.3186 -0.7576 0.14 0.05 0.04 0.227
H -1.4025 -1.3263 0.6125 0.08 -0.07 -0.13 0.248
H -0.4457 -3.7338 0.9617 0.02 0.05 -0.04 0.127
H -0.6121 -0.0799 -3.1327 -0.07 -0.13 0.11 0.375
H -1.7379 -2.6060 -3.1369 0.12 0.05 -0.04 0.347
H -0.0998 -2.5972 -2.9370 -0.11 0.07 -0.06 0.339
F -0.2035 1.7903 1.4583 -2.37 5.31 3.87 -0.335
C 0.1556 2.9919 2.0107 -0.44 0.84 0.56 0.176
C 1.4661 3.0618 2.7110 0.06 -0.06 0.17 -0.461
C 1.2719 3.7365 1.3690 0.01 0.11 -0.15 -0.460
H -0.7057 3.5257 2.4033 0.19 0.02 -0.02 0.180
H 1.5483 3.6723 3.6050 -0.01 -0.11 -0.15 0.222
H 2.0587 2.1518 2.7198 -0.06 0.12 0.01 0.221
H 1.2179 4.8206 1.3220 0.01 -0.22 0.00 0.224
H 1.7367 3.2626 0.5104 -0.01 0.09 0.07 0.222
```
Forces are in eV/Å.

* LUMO energy: 0.7 eV
* energy: -24903.819 eV
* total charge: 0
* structure (SMILES): N/N=C(\CS)NN.FC1CC1
* HOMO-LUMO gap: 8.222 eV

---

Formula: C5H13N
Source: the OMol25 dataset
Level of theory: ωB97M-V/def2-TZVPD

XYZ file:
```
19
Properties=species:S:1:pos:R:3:forces:R:3:mulliken_spin:R:1
C -1.9052 0.2502 -0.6649 -0.59 0.40 1.29 1.280
C -0.4343 0.6010 -0.6213 0.76 -0.92 -0.84 0.280
C 0.4258 -0.6256 -0.1907 0.06 0.76 0.34 -1.151
C 1.9006 -0.3744 -0.4993 -0.28 0.38 -0.73 1.235
C 0.2454 -0.9816 1.2814 -0.80 -0.70 -0.02 2.578
N -0.1967 1.8098 0.1593 -0.70 0.28 0.71 0.260
H -2.2145 -0.4057 -1.4766 0.19 0.01 -0.16 -0.364
H -2.4984 1.1703 -0.6622 -0.02 -0.05 -0.43 -0.184
H -2.1865 -0.2201 0.2864 -0.03 -0.13 -0.19 -0.055
H -0.1652 0.7637 -1.6794 0.26 0.33 0.21 -0.150
H 0.0401 -1.4359 -0.8162 0.17 -0.27 0.11 -0.531
H 2.0660 -0.2619 -1.5809 -0.04 -0.16 0.04 0.170
H 2.2069 0.5821 -0.0828 0.17 0.04 0.27 -0.250
H 2.5646 -1.1428 -0.1285 0.07 -0.25 0.17 -0.341
H -0.8170 -1.0603 1.5175 -0.15 -0.01 0.11 -0.084
H 0.6402 -0.3025 2.0324 0.34 0.31 -0.26 -0.171
H 0.6365 -1.9767 1.5112 0.25 0.01 -0.03 -0.898
H 0.6320 1.7462 0.7493 0.17 -0.16 -0.34 -0.184
H -0.9402 1.8643 0.8653 0.17 0.10 -0.28 -0.441
```
Forces are in eV/Å.

* LUMO energy (spin up / spin down): 4.3 / 4.3 eV
* energy: -6884.505 eV
* ⟨S²⟩: 0.75
* total charge: -1
* HOMO-LUMO gap (spin up / spin down): 2.831 / 9.926 eV
* spin multiplicity: 2